No. 1
149
Properties=species:S:1:pos:R:3:forces:R:3 method="wB97M-V/def2-TZVPD" max_force_ha_per_bohr=0.03389 spin_multiplicity=1 charge=+1 lumo_energy_ev=-4.467 energy_ha=-4091.21408
C -2.877 0.541 -1.930 0.50 -0.35 -0.73
C -1.841 0.556 -3.099 -0.44 0.26 0.36
C -0.955 1.817 -3.029 0.03 -0.54 0.15
C 0.514 1.678 -3.512 -0.77 0.54 0.09
P 0.734 1.245 -5.259 0.37 0.27 0.46
C 0.183 -0.404 -5.779 0.50 -0.22 -0.63
C 1.128 -1.584 -5.423 -0.25 -0.26 0.48
C 1.293 -1.919 -3.928 0.31 -0.69 0.14
N 0.771 -3.264 -3.601 -0.70 1.14 -0.24
C 0.150 -3.264 -2.272 0.18 -0.99 0.27
C 1.121 -2.926 -1.163 -0.57 -0.10 -1.06
C 2.453 -3.295 -1.223 0.04 -0.27 -0.51
C 3.282 -2.993 -0.177 1.09 -0.32 0.16
C 2.799 -2.331 0.924 0.54 0.57 1.42
C 1.492 -1.929 0.994 0.00 -0.01 0.19
C 0.681 -2.237 -0.066 -1.17 0.62 0.62
O -0.660 -1.810 0.027 0.18 0.00 -0.46
O -0.190 2.318 -6.085 0.08 -1.73 0.19
N 0.126 3.711 -5.685 -0.44 1.24 0.50
O -0.844 4.247 -5.396 0.52 0.02 -0.38
C 2.477 1.604 -5.712 -0.68 -0.29 -0.70
I 3.783 0.811 -4.200 -0.10 0.16 -0.18
C 2.768 1.084 -7.142 0.59 0.22 0.37
C 4.234 1.269 -7.564 -0.39 -0.31 -0.27
H -2.961 -0.484 -1.563 -0.22 0.08 0.01
H -2.517 1.153 -1.099 -0.27 0.04 -0.08
H -3.848 0.873 -2.297 0.01 0.11 0.36
H -1.288 -0.384 -3.046 0.35 0.21 -0.05
H -2.380 0.561 -4.055 0.06 -0.16 0.09
H -0.891 2.105 -1.975 0.16 0.11 -0.16
H -1.476 2.635 -3.535 0.17 -0.02 0.01
H 1.078 1.036 -2.835 -0.02 -0.23 -0.32
H 0.970 2.675 -3.401 0.17 -0.19 -0.19
H -0.843 -0.616 -5.468 0.12 0.32 0.31
H 0.143 -0.357 -6.878 -0.03 0.25 0.13
H 2.117 -1.481 -5.874 -0.17 0.22 -0.06
H 0.683 -2.474 -5.884 0.05 0.17 -0.11
H 2.365 -1.938 -3.712 -0.14 0.26 0.18
H 0.831 -1.187 -3.251 0.05 0.28 -0.23
H 0.000 -3.442 -4.245 0.41 -0.44 0.06
H -0.756 -2.647 -2.195 0.23 0.18 -0.09
H -0.185 -4.295 -2.094 -0.07 0.15 -0.07
H 2.822 -3.816 -2.101 -0.07 -0.03 0.07
H 4.328 -3.280 -0.162 -0.07 -0.02 -0.22
H 3.435 -2.098 1.777 0.06 -0.19 -0.38
H 1.091 -1.409 1.855 0.02 -0.01 -0.03
H -0.630 -0.882 -0.232 -0.31 0.04 0.19
H 2.554 2.695 -5.728 0.15 -0.10 0.38
H 2.477 0.033 -7.188 0.14 0.09 -0.22
H 2.172 1.659 -7.861 -0.26 -0.16 0.23
H 4.931 0.807 -6.865 -0.05 0.06 -0.06
H 4.485 2.323 -7.695 -0.01 -0.07 0.12
H 4.343 0.773 -8.532 0.19 0.13 0.07
O 6.261 -1.326 1.555 -0.16 -0.18 0.11
C 5.776 -0.514 2.291 0.13 0.14 -0.40
O 4.715 -0.782 3.088 0.27 0.05 -0.04
C 4.289 0.422 3.761 0.11 0.11 0.08
C 5.506 1.333 3.752 0.08 0.17 -0.07
C 6.191 0.936 2.448 -0.09 0.01 0.57
H 3.446 0.846 3.213 -0.01 -0.03 0.01
H 3.968 0.180 4.762 -0.06 -0.25 -0.09
H 5.252 2.389 3.816 -0.09 -0.03 -0.02
H 6.155 1.092 4.595 -0.03 -0.01 0.01
H 5.807 1.505 1.599 0.08 -0.03 -0.06
H 7.272 1.025 2.505 0.01 -0.04 -0.29
O 2.433 1.439 5.662 -0.21 -0.17 0.09
C 1.782 0.629 6.270 -0.10 0.56 0.17
O 1.142 -0.388 5.661 0.12 0.01 -0.13
C 0.364 -1.125 6.626 -0.20 -0.14 0.29
C 1.010 -0.818 7.968 -0.47 0.08 -0.39
C 1.519 0.601 7.758 0.07 -0.54 0.05
H -0.669 -0.782 6.567 -0.05 0.07 -0.08
H 0.396 -2.185 6.381 0.06 0.09 -0.21
H 0.326 -0.923 8.807 0.01 -0.03 -0.02
H 1.843 -1.481 8.134 0.01 -0.09 -0.07
H 0.762 1.350 7.993 0.07 0.11 -0.02
H 2.430 0.793 8.320 -0.05 0.24 -0.04
O -0.707 -4.978 -5.422 -0.35 0.08 -0.14
C -1.123 -5.222 -6.521 0.33 -0.15 0.08
O -2.238 -5.944 -6.739 0.04 0.11 0.01
C -2.419 -6.164 -8.151 -0.09 -0.06 -0.27
C -1.631 -5.055 -8.828 0.14 0.10 -0.12
C -0.488 -4.833 -7.843 -0.49 0.07 -0.25
H -2.039 -7.157 -8.397 0.03 0.01 0.04
H -3.479 -6.126 -8.389 -0.03 -0.05 0.21
H -1.307 -5.311 -9.835 -0.02 -0.07 0.03
H -2.241 -4.152 -8.893 -0.03 -0.04 -0.01
H 0.355 -5.498 -8.037 0.07 0.07 0.09
H -0.157 -3.798 -7.825 0.23 -0.08 0.13
O 2.693 -1.342 9.993 0.35 -0.08 0.71
C 3.700 -1.880 10.361 0.08 0.24 -0.21
O 4.061 -1.962 11.659 -0.07 -0.04 -0.10
C 5.364 -2.565 11.771 0.22 -0.14 0.07
C 5.548 -3.355 10.485 0.09 -0.06 -0.16
C 4.760 -2.517 9.483 0.10 -0.43 0.34
H 6.104 -1.771 11.882 -0.03 0.02 -0.02
H 5.393 -3.198 12.655 -0.16 0.12 0.07
H 6.592 -3.502 10.216 0.01 0.06 0.06
H 5.086 -4.338 10.584 0.01 0.01 0.03
H 5.369 -1.728 9.039 -0.08 0.02 -0.07
H 4.306 -3.126 8.706 -0.06 0.24 -0.14
O 3.108 4.942 2.194 -0.10 0.01 -0.35
C 2.053 4.750 2.729 0.28 0.11 0.44
O 0.874 5.178 2.208 0.10 -0.07 -0.13
C -0.197 4.891 3.128 -0.19 -0.13 0.23
C 0.321 3.763 4.005 0.23 0.01 0.32
C 1.816 4.060 4.056 -0.48 -0.19 -0.43
H -0.415 5.796 3.699 0.02 -0.01 -0.01
H -1.086 4.607 2.567 0.07 0.12 -0.14
H -0.155 3.722 4.982 0.11 0.09 -0.25
H 0.155 2.802 3.514 -0.02 -0.02 0.01
H 2.067 4.748 4.864 0.12 -0.03 -0.01
H 2.403 3.152 4.133 0.23 0.18 0.12
O -6.996 1.805 -6.770 0.13 -0.19 0.20
C -6.000 2.454 -6.703 -0.43 0.22 -0.25
O -5.152 2.409 -5.636 0.10 -0.08 0.00
C -4.107 3.377 -5.801 0.09 0.11 -0.03
C -4.042 3.649 -7.296 0.04 0.14 -0.16
C -5.497 3.463 -7.718 0.60 -0.12 0.11
H -4.366 4.270 -5.227 -0.01 0.00 -0.01
H -3.174 2.969 -5.415 -0.11 -0.13 0.12
H -3.632 4.629 -7.538 -0.02 0.01 0.07
H -3.420 2.895 -7.784 0.01 0.01 0.03
H -6.074 4.382 -7.616 -0.08 -0.05 -0.06
H -5.584 3.071 -8.727 -0.29 0.05 0.01
O -4.541 -1.008 3.400 -0.24 0.07 0.00
C -4.944 -1.369 2.332 0.41 -0.06 0.17
O -6.101 -2.055 2.173 0.06 0.11 -0.02
C -6.258 -2.440 0.797 -0.08 -0.07 -0.22
C -5.390 -1.470 0.011 0.10 0.07 -0.19
C -4.259 -1.188 0.991 -0.48 0.07 -0.26
H -5.930 -3.476 0.686 0.03 0.02 0.03
H -7.309 -2.375 0.523 -0.04 -0.02 0.20
H -5.056 -1.869 -0.945 -0.06 -0.08 0.03
H -5.945 -0.549 -0.183 -0.03 -0.05 -0.02
H -3.453 -1.916 0.903 0.14 0.06 0.08
H -3.875 -0.178 0.884 0.24 -0.06 0.22
O -2.043 3.162 5.607 -0.26 0.16 0.06
C -3.204 3.269 5.332 -0.04 -0.38 0.34
O -3.814 4.468 5.174 0.08 -0.04 -0.09
C -5.225 4.274 4.960 -0.25 -0.01 -0.09
C -5.358 2.849 4.446 -0.08 -0.17 0.02
C -4.206 2.145 5.155 -0.20 0.26 -0.48
H -5.743 4.425 5.909 0.04 -0.01 0.02
H -5.584 5.010 4.244 0.17 0.12 0.07
H -6.333 2.410 4.644 0.00 0.05 0.04
H -5.192 2.827 3.367 -0.02 0.02 0.01
H -4.497 1.774 6.139 0.11 -0.06 -0.01
H -3.790 1.341 4.553 0.11 -0.12 0.28

No. 2
48
Properties=species:S:1:pos:R:3:forces:R:3 method="wB97M-V/def2-TZVPD" max_force_ha_per_bohr=0.03678 spin_multiplicity=5 charge=+3 lumo_energy_ev="-10.769 / -13.268" energy_ha=-4990.67316
Co -0.087 0.234 0.634 -0.02 -0.01 -0.07
C 3.058 0.547 0.170 0.55 0.24 -0.40
O 1.949 0.345 1.044 -0.69 -0.19 0.31
C 2.306 -0.245 2.308 -0.23 -0.24 0.65
C 1.291 0.233 3.345 0.72 0.34 -0.09
O -0.044 0.119 2.844 0.01 0.02 -0.73
C -0.874 -0.938 3.330 -0.63 -0.47 -0.13
C -0.985 -2.068 2.304 0.29 0.04 0.65
O -1.228 -1.478 1.014 0.51 0.54 0.35
C -1.961 -2.328 0.134 -0.48 -0.36 -0.45
H 3.764 1.256 0.616 -0.17 -0.13 -0.01
H 2.677 0.975 -0.755 0.00 -0.04 0.01
H 3.575 -0.396 -0.032 -0.09 0.03 0.02
H 3.314 0.065 2.604 -0.16 0.04 -0.09
H 2.296 -1.338 2.208 0.04 0.12 -0.06
H 1.449 1.299 3.537 -0.02 -0.16 0.03
H 1.415 -0.312 4.284 -0.07 0.02 -0.10
H -1.864 -0.496 3.482 0.14 -0.06 0.05
H -0.512 -1.327 4.286 -0.01 0.10 -0.12
H -1.816 -2.728 2.576 0.11 0.12 -0.06
H -0.065 -2.666 2.256 -0.15 0.06 -0.05
H -2.953 -2.537 0.550 0.22 0.10 -0.02
H -1.437 -3.274 -0.025 0.03 0.11 0.02
H -2.082 -1.800 -0.811 0.03 -0.04 0.03
Br 2.549 -3.677 -5.144 -0.81 1.31 1.07
C 1.715 -2.380 -4.045 0.81 -1.36 -1.04
C 1.068 -1.277 -4.622 -0.52 0.74 -0.21
C 0.428 -0.353 -3.828 0.16 -0.21 -0.50
C 0.432 -0.492 -2.424 0.12 -0.23 -0.33
C 1.093 -1.604 -1.863 0.31 -0.48 0.02
C 1.721 -2.541 -2.648 -0.11 0.08 0.76
N -0.168 0.379 -1.531 0.04 -0.03 0.57
C -0.877 1.401 -1.892 0.01 -0.06 -0.33
C -1.460 2.260 -0.896 -0.57 0.78 0.30
C -2.260 3.355 -1.239 0.45 -0.60 -0.13
C -2.807 4.137 -0.229 -0.05 0.07 0.47
C -2.545 3.802 1.089 -0.01 0.05 -0.38
C -1.729 2.697 1.359 -0.10 0.14 0.16
N -1.206 1.952 0.401 0.14 -0.28 0.15
H 1.054 -1.168 -5.696 0.02 0.03 -0.09
H -0.078 0.469 -4.310 0.01 0.08 -0.07
H 1.089 -1.712 -0.783 0.06 -0.11 -0.06
H 2.207 -3.400 -2.213 0.06 -0.04 0.08
H -1.071 1.643 -2.934 0.01 0.00 -0.01
H -2.453 3.584 -2.278 0.01 0.01 -0.09
H -3.429 4.991 -0.469 0.01 -0.03 -0.01
H -2.957 4.372 1.908 -0.01 0.05 0.04
H -1.502 2.421 2.382 0.02 -0.04 -0.07

No. 3
54
Properties=species:S:1:pos:R:3:forces:R:3 method="wB97M-V/def2-TZVPD" max_force_ha_per_bohr=0.03978 spin_multiplicity=1 charge=+1 lumo_energy_ev=-3.254 energy_ha=-3865.72066
C -2.826 -0.770 -2.490 0.20 -0.24 -0.87
C -2.102 0.243 -3.376 -0.66 0.24 0.28
Br -3.099 0.446 -5.060 0.28 0.07 0.02
C -1.958 1.641 -2.751 0.90 -0.13 0.00
C -1.792 1.609 -1.229 -0.24 -0.32 -1.05
C -0.645 0.708 -0.722 0.21 0.28 0.38
C 0.507 1.405 0.069 0.47 -0.49 -0.09
B 1.946 0.890 -0.453 0.35 0.11 0.29
O 2.641 -0.007 0.281 -0.51 0.18 -0.34
O 2.507 1.292 -1.641 -0.13 0.01 0.30
N 0.448 2.904 0.018 -0.47 0.37 -0.07
C -0.872 3.242 0.273 0.45 0.03 -0.69
N -1.237 3.702 1.449 -0.23 0.01 0.12
N -1.737 3.035 -0.731 -0.57 -0.45 1.91
H -2.108 -1.386 -1.964 0.01 0.12 0.36
H -3.527 -0.331 -1.793 -0.05 0.03 0.08
H -3.394 -1.451 -3.119 -0.05 -0.07 0.00
H -1.119 -0.118 -3.654 -0.03 -0.15 -0.21
H -2.790 2.280 -3.031 -0.15 0.01 0.12
H -1.048 2.087 -3.161 -0.09 0.21 -0.15
H -2.720 1.199 -0.838 -0.03 0.19 0.31
H -1.091 -0.036 -0.064 -0.04 -0.07 0.03
H -0.224 0.132 -1.543 -0.04 0.20 -0.26
H 0.455 1.109 1.112 -0.12 0.29 0.17
H 2.261 -0.075 1.169 0.30 -0.21 0.30
H 2.319 2.204 -1.860 -0.07 0.05 -0.41
H 0.593 3.208 -0.942 0.26 -0.14 -0.04
H -2.173 3.545 1.790 -0.15 0.31 -0.13
H -0.599 4.157 2.082 0.35 -0.29 -0.04
H -2.659 3.349 -0.440 -0.13 0.08 -0.55
C 4.784 -3.020 -0.582 -0.02 -0.02 -0.05
O 5.424 -2.487 0.305 -0.01 -0.02 0.01
N 3.727 -2.406 -1.197 -0.04 0.11 0.01
N 5.071 -4.282 -1.034 0.00 -0.02 0.04
H 3.190 -2.834 -1.926 0.07 -0.04 -0.03
H 3.493 -1.475 -0.889 0.07 -0.16 0.05
H 5.841 -4.758 -0.603 0.02 0.01 0.01
H 4.561 -4.741 -1.763 0.00 0.02 -0.02
C -3.519 -3.034 0.545 -0.04 -0.07 0.04
O -3.206 -1.949 0.067 0.01 -0.07 0.30
N -3.505 -4.180 -0.191 0.04 0.05 -0.04
N -3.907 -3.176 1.844 0.04 0.07 -0.01
H -3.758 -5.078 0.175 -0.01 0.00 0.02
H -3.227 -4.108 -1.152 -0.02 -0.01 -0.01
H -3.930 -2.351 2.411 -0.01 0.00 0.01
H -4.169 -4.054 2.252 -0.01 -0.01 -0.02
C 2.265 1.446 3.882 0.26 0.05 0.17
O 1.973 0.808 2.876 -0.26 0.00 -0.12
N 2.467 0.851 5.082 -0.13 -0.06 -0.05
N 2.416 2.803 3.853 -0.26 0.00 -0.04
H 2.714 1.351 5.915 0.04 0.02 -0.01
H 2.371 -0.147 5.124 0.05 -0.01 0.00
H 2.297 3.258 2.968 0.15 -0.02 -0.03
H 2.665 3.350 4.655 0.07 -0.03 0.01